Arrangement A

{
  "formula": "C20H40NP3PbSSe",
  "method": "ωB97M-V/def2-TZVPD",
  "gap_ev": [4.02, 4.24],
  "charge": 4,
  "mol_weight_da": 705.70,
  "elements": ["Pb", "P", "P", "P", "H", "C", "C", "H", "C", "C", "C", "C", "C", "C", "C", "C", "C", "H", "H", "H", "H", "H", "H", "H", "H", "H", "H", "H", "H", "H", "H", "H", "H", "H", "H", "H", "H", "H", "H", "H", "H", "H", "H", "H", "H", "H", "C", "C", "C", "C", "C", "C", "Se", "H", "H", "H", "H", "H", "H", "S", "C", "C", "N", "C", "H", "H", "H"],
  "coordinates": [[-1.71, 0.21, -1.00], [1.79, 1.04, 0.00], [-0.79, 0.30, -3.80], [-0.85, -2.52, -0.59], [-1.67, -0.51, 4.56], [-1.16, -1.42, 4.22], [0.16, -1.43, 3.97], [0.80, -0.57, 4.20], [1.90, 2.65, 0.75], [2.93, 0.92, -1.38], [2.09, -0.25, 1.20], [-2.16, -0.04, -4.97], [-0.15, 1.90, -4.42], [0.50, -0.87, -4.37], [-1.15, -3.14, 1.10], [0.81, -3.20, -0.98], [-1.95, -3.58, -1.59], [-1.76, -2.34, 4.18], [0.67, -2.35, 3.65], [1.75, 2.60, 1.84], [1.14, 3.32, 0.34], [2.90, 3.06, 0.53], [2.38, 0.96, -2.33], [3.50, -0.01, -1.33], [3.62, 1.77, -1.33], [1.37, -0.21, 2.03], [3.10, -0.12, 1.61], [2.02, -1.24, 0.74], [-2.34, 0.85, -5.58], [-3.06, -0.28, -4.40], [-1.89, -0.89, -5.62], [-0.69, 2.18, -5.33], [0.92, 1.82, -4.63], [-0.32, 2.67, -3.65], [0.19, -1.33, -5.32], [0.64, -1.66, -3.61], [1.45, -0.33, -4.50], [-2.22, -3.35, 1.24], [-0.84, -2.41, 1.87], [-0.58, -4.06, 1.24], [0.75, -3.80, -1.90], [1.15, -3.83, -0.15], [1.52, -2.38, -1.13], [-2.46, -4.30, -0.94], [-1.36, -4.12, -2.34], [-2.72, -2.97, -2.09], [-4.50, -1.41, 0.22], [-4.14, -0.79, 1.43], [-4.22, -1.49, 2.63], [-4.70, -2.81, 2.64], [-5.10, -3.42, 1.45], [-5.01, -2.72, 0.24], [-4.24, -0.54, -1.46], [0.46, 0.87, -0.54], [-3.77, 0.24, 1.42], [-3.91, -1.01, 3.55], [-4.77, -3.35, 3.59], [-5.48, -4.44, 1.45], [-5.33, -3.18, -0.69], [-0.64, 2.44, 3.39], [-1.36, 3.71, 2.44], [-1.90, 3.19, 1.29], [-1.75, 1.81, 1.15], [-1.10, 1.30, 2.20], [-1.37, 4.75, 2.73], [-2.41, 3.76, 0.51], [-0.93, 0.23, 2.34]]
}

=====

Arrangement B

{
  "formula": "C20H40NP3PbSSe",
  "method": "ωB97M-V/def2-TZVPD",
  "gap_ev": [5.30, 5.17],
  "charge": 4,
  "mol_weight_da": 705.70,
  "elements": ["Pb", "P", "P", "P", "H", "C", "C", "H", "C", "C", "C", "C", "C", "C", "C", "C", "C", "H", "H", "H", "H", "H", "H", "H", "H", "H", "H", "H", "H", "H", "H", "H", "H", "H", "H", "H", "H", "H", "H", "H", "H", "H", "H", "H", "H", "H", "C", "C", "C", "C", "C", "C", "Se", "H", "H", "H", "H", "H", "H", "S", "C", "C", "N", "C", "H", "H", "H"],
  "coordinates": [[-0.53, -0.34, -1.15], [-1.93, 1.23, 1.94], [-1.64, 1.99, -2.54], [1.84, 1.08, -0.24], [1.06, -3.58, 2.41], [1.67, -2.75, 2.79], [1.17, -1.86, 3.66], [0.17, -1.97, 4.08], [-3.33, 0.35, 2.62], [-2.40, 2.91, 1.54], [-0.53, 1.20, 3.05], [-1.27, 1.93, -4.33], [-3.47, 2.05, -2.54], [-1.19, 3.71, -2.11], [2.76, 0.25, 1.11], [1.83, 2.83, 0.30], [3.06, 1.09, -1.60], [2.73, -2.75, 2.51], [1.79, -1.05, 4.06], [-3.01, -0.40, 3.36], [-3.88, -0.17, 1.83], [-4.00, 1.08, 3.11], [-2.91, 2.94, 0.57], [-1.51, 3.55, 1.50], [-3.08, 3.28, 2.31], [-0.12, 0.19, 3.16], [-0.86, 1.56, 4.04], [0.26, 1.86, 2.68], [-2.19, 2.14, -4.90], [-0.90, 0.93, -4.59], [-0.50, 2.67, -4.58], [-3.83, 2.42, -3.51], [-3.84, 2.69, -1.73], [-3.86, 1.03, -2.39], [-1.59, 4.40, -2.86], [-0.10, 3.80, -2.08], [-1.60, 3.97, -1.12], [3.80, 0.07, 0.78], [2.31, -0.71, 1.38], [2.77, 0.89, 2.00], [2.65, 3.36, -0.21], [1.97, 2.90, 1.38], [0.88, 3.30, 0.02], [3.89, 0.42, -1.35], [3.43, 2.11, -1.75], [2.58, 0.72, -2.52], [1.95, -2.42, -2.27], [1.61, -3.18, -1.14], [2.61, -3.70, -0.32], [3.96, -3.51, -0.65], [4.30, -2.82, -1.81], [3.31, -2.30, -2.64], [0.64, -1.48, -3.28], [-1.56, 0.57, 0.71], [0.56, -3.33, -0.88], [2.33, -4.26, 0.57], [4.74, -3.92, 0.00], [5.35, -2.69, -2.09], [3.56, -1.76, -3.55], [-2.63, -3.27, 2.45], [-3.73, -3.37, 1.09], [-3.18, -2.75, 0.00], [-1.93, -2.18, 0.22], [-1.53, -2.37, 1.49], [-4.69, -3.85, 1.13], [-3.64, -2.68, -0.99], [-0.56, -2.06, 1.87]]
}

=====

Quick one: most stable of them? arrangement B

=====

Arrangement A

{
  "formula": "C4H6N2S",
  "method": "ωB97M-V/def2-TZVPD",
  "gap_ev": 8.62,
  "smiles": "[H]/N=c1/ccsn1C",
  "charge": 0,
  "mol_weight_da": 114.17,
  "elements": ["C", "C", "C", "C", "N", "N", "S", "H", "H", "H", "H", "H", "H"],
  "coordinates": [[-1.38, -0.95, -0.53], [-1.82, -0.85, 0.77], [-0.16, -0.27, -0.69], [1.53, 0.91, 0.56], [0.23, 0.00, -1.86], [0.41, 0.02, 0.54], [-0.68, -0.11, 1.81], [-1.82, -1.36, -1.49], [-2.77, -1.24, 1.33], [1.47, 1.36, -0.48], [1.24, 1.76, 1.28], [2.53, 0.46, 0.72], [1.23, 0.27, -1.96]]
}

=====

Arrangement B

{
  "formula": "C4H6N2S",
  "method": "ωB97M-V/def2-TZVPD",
  "gap_ev": 9.44,
  "smiles": "Cc1c[nH]nc1S",
  "charge": 0,
  "mol_weight_da": 114.17,
  "elements": ["C", "C", "C", "C", "H", "H", "H", "H", "H", "H", "N", "N", "S"],
  "coordinates": [[-0.29, 1.62, -0.02], [0.13, 0.20, -0.16], [1.44, -0.27, -0.17], [-0.72, -0.98, -0.13], [-0.43, 1.89, 1.06], [0.47, 2.30, -0.41], [-1.26, 1.79, -0.50], [2.42, 0.18, -0.20], [2.04, -2.27, 0.09], [-2.67, 0.19, 0.56], [1.32, -1.63, -0.03], [0.02, -2.06, 0.04], [-2.47, -0.95, -0.12]]
}

=====

Quick one: most stable of them? arrangement B

=====

Arrangement A

{
  "formula": "C4H6N2S",
  "method": "ωB97M-V/def2-TZVPD",
  "gap_ev": 9.23,
  "smiles": "C#C/N=C\\CSN",
  "charge": 0,
  "mol_weight_da": 114.17,
  "elements": ["C", "C", "C", "C", "N", "N", "S", "H", "H", "H", "H", "H", "H"],
  "coordinates": [[-0.44, -1.45, -0.24], [-1.74, 0.48, 0.14], [-2.27, 1.56, 0.27], [0.99, -1.18, -0.80], [-1.45, -0.81, 0.15], [1.38, 0.93, 0.86], [1.28, 0.75, -0.88], [-0.57, -2.54, -0.12], [0.78, 1.60, 1.13], [-2.90, 2.42, 0.37], [1.75, -1.65, -0.06], [0.90, -1.58, -1.87], [2.29, 1.48, 1.05]]
}

=====

Arrangement B

{
  "formula": "C4H6N2S",
  "method": "ωB97M-V/def2-TZVPD",
  "gap_ev": 7.95,
  "smiles": "S=C/C=N/N1CC1",
  "charge": 0,
  "mol_weight_da": 114.17,
  "elements": ["C", "C", "C", "C", "H", "H", "H", "H", "H", "H", "N", "N", "S"],
  "coordinates": [[-2.69, 0.21, -0.16], [-1.54, -0.33, 0.53], [1.73, 0.68, 0.18], [1.89, -0.68, -0.44], [-2.38, 0.98, -0.88], [-1.50, -0.69, 1.48], [2.45, 1.03, 1.05], [1.66, 1.61, -0.41], [2.55, -1.57, -0.17], [1.88, -0.66, -1.49], [-0.50, -0.01, -0.12], [0.77, -0.41, 0.47], [-4.32, -0.15, -0.02]]
}

=====

Quick one: most stable of them? arrangement A

=====

Arrangement A

{
  "formula": "C4H6N2S",
  "method": "ωB97M-V/def2-TZVPD",
  "gap_ev": 9.42,
  "smiles": "S[C@@H]1[C@@H]2C=NN[C@H]12",
  "charge": 0,
  "mol_weight_da": 114.17,
  "elements": ["C", "C", "C", "C", "H", "H", "H", "H", "H", "H", "N", "N", "S"],
  "coordinates": [[-1.15, -0.29, -0.25], [0.05, -0.88, -0.74], [0.85, 0.50, 0.97], [-0.10, -0.48, 0.68], [-1.78, 1.90, 0.87], [-1.96, -0.95, 0.15], [0.15, -2.03, -1.21], [1.81, -0.18, -1.88], [1.18, 1.13, 1.78], [-0.06, -1.24, 1.46], [0.92, 0.19, -1.27], [1.41, 0.81, -0.13], [-1.33, 1.51, -0.44]]
}

=====

Arrangement B

{
  "formula": "C4H6N2S",
  "method": "ωB97M-V/def2-TZVPD",
  "gap_ev": 9.44,
  "smiles": "S[C@@H]1[C@@H]2C=NN[C@H]12",
  "charge": 0,
  "mol_weight_da": 114.17,
  "elements": ["C", "C", "C", "C", "H", "H", "H", "H", "H", "H", "N", "N", "S"],
  "coordinates": [[-0.88, 0.77, 0.05], [-0.64, -0.14, -1.12], [0.03, -1.57, 0.58], [-1.13, -0.72, 0.20], [-0.11, 1.80, 1.99], [-1.80, 1.38, -0.06], [-1.21, -0.03, -2.03], [1.00, -0.98, -2.15], [0.10, -2.20, 1.47], [-2.12, -1.07, 0.40], [0.70, -0.63, -1.25], [1.01, -1.53, -0.26], [0.50, 1.64, 0.79]]
}

=====

Quick one: most stable of them? arrangement B

=====

Arrangement A

{
  "formula": "C4H6N2S",
  "method": "ωB97M-V/def2-TZVPD",
  "gap_ev": 9.09,
  "smiles": "S=C1N[C@H]2C[C@H]2N1",
  "charge": 0,
  "mol_weight_da": 114.17,
  "elements": ["C", "C", "C", "C", "H", "H", "H", "H", "H", "H", "N", "N", "S"],
  "coordinates": [[-0.69, 0.02, -0.16], [1.56, -0.74, -0.35], [2.04, -0.02, 0.86], [1.55, 0.75, -0.33], [-0.21, -1.96, 0.02], [2.22, -1.37, -0.95], [1.29, -0.01, 1.67], [3.08, -0.01, 1.13], [2.24, 1.36, -0.95], [-0.23, 2.01, 0.07], [0.16, -1.08, -0.26], [0.13, 1.10, -0.26], [-2.32, -0.02, 0.15]]
}

=====

Arrangement B

{
  "formula": "C4H6N2S",
  "method": "ωB97M-V/def2-TZVPD",
  "gap_ev": 9.19,
  "smiles": "Nc1ccc(S)[nH]1",
  "charge": 0,
  "mol_weight_da": 114.17,
  "elements": ["C", "C", "C", "C", "H", "H", "H", "H", "H", "H", "N", "N", "S"],
  "coordinates": [[0.25, -0.39, -0.82], [1.14, -0.69, 0.17], [0.56, -0.10, 1.41], [-0.61, 0.50, 1.08], [1.19, -0.67, -2.54], [-0.16, -1.54, -2.42], [2.11, -1.13, 0.05], [1.01, 0.01, 2.37], [-1.47, 2.51, 1.91], [-1.57, 0.60, -0.86], [0.25, -0.61, -2.21], [-0.82, 0.27, -0.29], [-1.88, 1.22, 2.15]]
}

=====

Quick one: most stable of them? arrangement B

=====

Arrangement A

{
  "formula": "C8H15NO",
  "method": "ωB97M-V/def2-TZVPD",
  "gap_ev": 9.26,
  "smiles": "CC(=O)[C@@H](C)NC=C(C)C",
  "charge": 0,
  "mol_weight_da": 141.21,
  "elements": ["C", "C", "C", "C", "C", "N", "C", "C", "C", "O", "H", "H", "H", "H", "H", "H", "H", "H", "H", "H", "H", "H", "H", "H", "H"],
  "coordinates": [[-0.72, -0.15, -1.55], [0.00, 0.24, -2.82], [0.37, 1.99, -0.24], [1.37, -0.24, 2.09], [-0.96, -1.22, 1.95], [-0.36, -1.52, -1.07], [-0.71, 0.94, -0.14], [0.22, -0.66, 1.20], [0.52, -1.08, -0.10], [-1.83, 1.20, 0.29], [-1.18, -1.95, -0.64], [-1.80, -0.12, -1.69], [1.48, -0.79, -0.52], [1.08, 0.09, -2.73], [-0.34, -0.37, -3.66], [-0.19, 1.29, -3.06], [1.28, 1.62, -0.71], [0.61, 2.35, 0.77], [-0.01, 2.83, -0.81], [2.21, 0.15, 1.52], [1.03, 0.54, 2.78], [-1.79, -1.48, 1.29], [-0.68, -2.12, 2.51], [-1.33, -0.47, 2.64], [1.73, -1.07, 2.69]]
}

=====

Arrangement B

{
  "formula": "C8H15NO",
  "method": "ωB97M-V/def2-TZVPD",
  "gap_ev": 9.07,
  "smiles": "[H]/N=C(\\C=C)OC.C=C(C)C",
  "charge": 0,
  "mol_weight_da": 141.21,
  "elements": ["C", "C", "C", "C", "C", "O", "H", "H", "H", "H", "H", "H", "H", "H", "H", "H", "H", "H", "C", "C", "C", "N", "H", "H", "H"],
  "coordinates": [[1.36, -0.59, 0.75], [-0.58, 2.45, -0.69], [1.56, -1.34, -0.52], [2.16, 0.66, 0.92], [0.48, -1.01, 1.72], [-0.86, 1.09, -0.99], [0.16, 2.79, -1.42], [-1.49, 3.06, -0.77], [-0.20, 2.53, 0.34], [-1.09, -0.15, 1.79], [2.47, -1.05, -1.05], [1.61, -2.42, -0.32], [0.74, -1.18, -1.23], [2.07, 1.30, 0.04], [1.85, 1.23, 1.80], [3.21, 0.40, 1.02], [0.07, -2.00, 1.63], [0.62, -0.64, 2.72], [-2.14, -0.86, -0.55], [-2.15, -1.21, -1.83], [-1.62, 0.43, -0.03], [-1.55, 0.78, 1.17], [-2.45, -1.55, 0.21], [-1.80, -0.53, -2.58], [-2.42, -2.20, -2.14]]
}

=====

Quick one: most stable of them? arrangement A